This record from OMol25 describes a cluster of 10 separate species, C54H144N21O13P7 in total. The level of theory is ωB97M-V with the def2-TZVPD basis set.

Computed properties:
**E**: -6661.61463 a.u.
**Orbital gap**: 7.707 eV
**Relative energy (zero: lowest compared OMol25 entry of this formula, charge and spin)**: 49.43 kcal per mole
**Molecular weight**: 1512.70 g/mol
**SMILES string**: CN(C)P(=O)(N(C)C)N(C)C.CN(C)P(=O)(N(C)C)N(C)C.CN(C)P(=O)(N(C)C)N(C)C.CN(C)P(=O)(N(C)C)N(C)C.CN(C)P(=O)(N(C)C)N(C)C.CN(C)P(=O)(N(C)C)N(C)C.CN(C)P(=O)(N(C)C)N(C)C.O=C1CCCO1.O=C1CCCO1.O=C1CCCO1

Each atom is followed by the atoms it is bonded to, with distances in Å.
Atoms and positions in Å:
1 P 1.9785 -5.5873 -2.3792  O8 1.486, N24 1.641, N26 1.675, N29 1.720
2 P -1.4995 -0.7958 -9.0967  O18 1.475, N25 1.722, N33 1.691, N40 1.663
3 P -0.4564 0.3999 -1.6572  O16 1.501, N21 1.719, N35 1.695, N41 1.712
4 P 0.5003 7.3672 4.3149  O9 1.470, N32 1.718, N34 1.707, N37 1.692
5 P 1.7284 -1.5566 5.9636  O13 1.476, N22 1.714, N31 1.690, N36 1.649
6 P -5.0458 4.6620 3.3221  O12 1.468, N23 1.705, N27 1.672, N38 1.713
7 P 6.6361 -1.2886 -0.4900  O10 1.469, N28 1.703, N30 1.734, N39 1.696
8 O 2.6149 -4.8085 -1.2850  P1 1.486
9 O 0.2719 6.9025 5.6908  P4 1.470
10 O 7.7072 -0.4365 -1.0242  P7 1.469
11 O 4.5997 -4.9344 2.6050  C58 1.194
12 O -5.2896 3.2188 3.2051  P6 1.468
13 O 3.1711 -1.4051 5.6926  P5 1.476
14 O -5.9721 5.3705 -3.9510  C67 1.186
15 O -4.2169 4.3231 -4.8639  C67 1.371, C76 1.390
16 O -1.0896 0.5500 -3.0104  P3 1.501
17 O -2.4091 -5.5574 3.3344  C46 1.442, C65 1.384
18 O -0.8463 0.5073 -9.3252  P2 1.475
19 O 2.8134 -6.0482 1.9255  C58 1.346, C69 1.434
20 O -3.6734 -4.4897 4.8594  C65 1.187
21 N 0.9089 -0.6414 -1.5830  P3 1.719, C60 1.466, C79 1.443
22 N 0.8399 -0.4219 5.0351  P5 1.714, C56 1.464, C85 1.460
23 N -4.6496 5.4923 1.8863  P6 1.705, C52 1.417, C72 1.476
24 N 2.7132 -7.0145 -2.7190  P1 1.641, C55 1.494, C87 1.463
25 N -1.0425 -1.9757 -10.2646  P2 1.722, C80 1.467, C95 1.445
26 N 1.7944 -4.7348 -3.8086  P1 1.675, C64 1.463, C68 1.476
27 N -6.3356 5.5063 3.9688  P6 1.672, C61 1.483, C82 1.448
28 N 6.9266 -2.9615 -0.6168  P7 1.703, C44 1.472, C50 1.444
29 N 0.3390 -5.9740 -2.0321  P1 1.720, C48 1.458, C92 1.454
30 N 6.2822 -1.1024 1.1973  P7 1.734, C51 1.452, C93 1.461
31 N 1.3441 -1.1825 7.5662  P5 1.690, C73 1.456, C90 1.455
32 N 0.0130 9.0034 4.1187  P4 1.718, C42 1.463, C78 1.469
33 N -1.0882 -1.6448 -7.6932  P2 1.691, C54 1.478, C83 1.472
34 N 2.1388 7.3998 3.8382  P4 1.707, C84 1.461, C94 1.449
35 N 0.1464 1.8391 -0.9964  P3 1.695, C70 1.431, C81 1.476
36 N 1.0689 -3.0377 5.6619  P5 1.649, C47 1.453, C59 1.456
37 N -0.2724 6.5411 3.0571  P4 1.692, C62 1.456, C66 1.476
38 N -3.7832 5.0219 4.4223  P6 1.713, C45 1.454, C63 1.446
39 N 5.1321 -1.0327 -1.2308  P7 1.696, C71 1.446, C77 1.490
40 N -3.1554 -0.7907 -8.9465  P2 1.663, C43 1.459, C53 1.471
41 N -1.5201 -0.2180 -0.4668  P3 1.712, C74 1.454, C88 1.462
42 C -1.3920 9.3064 4.3922  N32 1.463, H132 1.093, H207 1.091, H222 1.091
43 C -4.0341 -1.9401 -8.7595  N40 1.459, H100 1.090, H104 1.092, H215 1.090
44 C 8.3517 -3.3282 -0.5777  N28 1.472, H97 1.095, H138 1.092, H201 1.087
45 C -2.8053 4.0212 4.8181  N38 1.454, H99 1.090, H144 1.089, H162 1.094
46 C -2.2947 -5.6468 1.8995  O17 1.442, C75 1.535, H158 1.087, H188 1.090
47 C 1.9146 -4.2186 5.6470  N36 1.453, H153 1.089, H176 1.093, H229 1.096
48 C -0.1576 -7.3370 -2.1744  N29 1.458, H126 1.099, H130 1.083, H145 1.098
49 C -3.9161 -4.0683 2.4316  C65 1.522, C75 1.481, H151 1.092, H204 1.096
50 C 5.9776 -3.9840 -0.2454  N28 1.444, H103 1.098, H177 1.094, H185 1.087
51 C 4.9458 -0.9647 1.7481  N30 1.452, H168 1.091, H184 1.103, H194 1.089
52 C -4.7256 6.9040 1.7848  N23 1.417, H150 1.098, H189 1.092, H217 1.099
53 C -3.9237 0.4203 -9.2728  N40 1.471, H114 1.091, H212 1.092, H225 1.088
54 C -1.7530 -1.4170 -6.3926  N33 1.478, H115 1.092, H183 1.088, H213 1.093
55 C 3.7124 -7.5968 -1.7734  N24 1.494, H159 1.086, H192 1.090, H193 1.092
56 C 1.1272 -0.2965 3.6047  N22 1.464, H118 1.088, H124 1.095, H141 1.092
57 C 1.2205 -4.4057 1.6184  C69 1.547, C91 1.519, H109 1.092, H200 1.092
58 C 3.4717 -4.9097 2.2134  O11 1.194, O19 1.346, C91 1.508
59 C -0.2973 -3.3173 5.2433  N36 1.456, H120 1.102, H156 1.085, H226 1.093
60 C 1.6721 -0.6326 -0.3308  N21 1.466, H121 1.097, H155 1.094, H228 1.086
61 C -7.5637 5.5399 3.1377  N27 1.483, H96 1.089, H161 1.086, H232 1.095
62 C -0.4958 7.0893 1.7272  N37 1.456, H127 1.090, H186 1.091, H219 1.094
63 C -3.4518 6.4079 4.6650  N38 1.446, H182 1.088, H199 1.091, H236 1.099
64 C 2.8986 -4.1402 -4.5611  N26 1.463, H134 1.091, H237 1.092, H239 1.091
65 C -3.3262 -4.5996 3.7297  O17 1.384, O20 1.187, C49 1.522
66 C -0.3138 5.0673 3.1167  N37 1.476, H101 1.090, H107 1.092, H238 1.087
67 C -5.2740 4.4127 -3.9953  O14 1.186, O15 1.371, C86 1.534
68 C 0.5728 -4.8146 -4.6332  N26 1.476, H146 1.091, H173 1.091, H221 1.091
69 C 1.4752 -5.9197 1.4274  O19 1.434, C57 1.547, H131 1.093, H223 1.090
70 C -0.6159 2.7667 -0.2178  N35 1.431, H119 1.091, H196 1.096, H202 1.099
71 C 4.7235 0.3353 -1.4597  N39 1.446, H116 1.096, H140 1.089, H149 1.098
72 C -3.8489 4.7419 0.8986  N23 1.476, H122 1.092, H123 1.092, H198 1.088
73 C 0.0294 -1.4001 8.1540  N31 1.456, H98 1.097, H129 1.093, H234 1.085
74 C -1.2934 -0.0591 0.9607  N41 1.454, H166 1.093, H169 1.096, H211 1.092
75 C -2.8365 -4.2851 1.4417  C46 1.535, C49 1.481, H163 1.094, H171 1.092
76 C -3.5069 3.1287 -4.8213  O15 1.390, C89 1.581, H113 1.089, H235 1.094
77 C 4.8876 -1.8327 -2.4640  N39 1.490, H160 1.087, H209 1.091, H214 1.090
78 C 0.8771 10.0304 4.7151  N32 1.469, H136 1.091, H178 1.090, H180 1.090
79 C 0.9974 -1.7830 -2.4614  N21 1.443, H108 1.091, H148 1.093, H167 1.090
80 C -0.6631 -1.4636 -11.5857  N25 1.467, H128 1.095, H154 1.093, H231 1.086
81 C 1.0946 2.5450 -1.8801  N35 1.476, H112 1.095, H206 1.088, H210 1.093
82 C -6.6427 5.6172 5.3794  N27 1.448, H133 1.090, H139 1.093, H157 1.098
83 C 0.3283 -1.9885 -7.4910  N33 1.472, H117 1.097, H205 1.089, H224 1.087
84 C 2.6187 8.1196 2.6614  N34 1.461, H142 1.090, H165 1.087, H179 1.098
85 C -0.1273 0.5402 5.5556  N22 1.460, H135 1.090, H137 1.097, H220 1.089
86 C -5.3830 3.0871 -3.2318  C67 1.534, C89 1.508, H110 1.093, H143 1.091
87 C 2.6561 -7.7016 -4.0095  N24 1.463, H197 1.099, H203 1.092, H218 1.085
88 C -2.7275 -0.9775 -0.7871  N41 1.462, H125 1.088, H172 1.095, H181 1.092
89 C -4.3082 2.2059 -3.8183  C76 1.581, C86 1.508, H152 1.091, H191 1.089
90 C 2.1347 -0.1393 8.2019  N31 1.455, H170 1.100, H187 1.088, H216 1.088
91 C 2.5931 -3.7704 1.7617  C57 1.519, C58 1.508, H106 1.092, H190 1.087
92 C -0.6553 -4.9635 -1.7110  N29 1.454, H105 1.086, H164 1.093, H174 1.098
93 C 7.2992 -1.3154 2.2245  N30 1.461, H147 1.088, H175 1.092, H230 1.096
94 C 3.0692 6.4359 4.3909  N34 1.449, H102 1.097, H111 1.092, H233 1.089
95 C -1.5963 -3.3103 -10.2352  N25 1.445, H195 1.091, H208 1.094, H227 1.092
96 H -7.4060 5.9997 2.1633  C61 1.089
97 H 8.8516 -3.0278 0.3494  C44 1.095
98 H -0.3759 -0.3881 8.2803  C73 1.097
99 H -1.9256 4.5618 5.1658  C45 1.090
100 H -3.5750 -2.7912 -8.2570  C43 1.090
101 H -1.3410 4.7307 2.9731  C66 1.090
102 H 3.3208 5.7025 3.6153  C94 1.097
103 H 6.1014 -4.8426 -0.9180  C50 1.098
104 H -4.3988 -2.3345 -9.7107  C43 1.092
105 H -0.1466 -4.0730 -1.3537  C92 1.086
106 H 2.5045 -3.0496 2.5765  C91 1.092
107 H 0.2613 4.7063 2.2613  C66 1.092
108 H 0.0652 -1.9696 -2.9973  C79 1.091
109 H 0.6875 -3.9099 0.8050  C57 1.092
110 H -6.4350 2.8101 -3.3327  C86 1.093
111 H 3.9418 6.9921 4.7396  C94 1.092
112 H 1.5496 1.8311 -2.5751  C81 1.095
113 H -3.2908 2.5637 -5.7265  C76 1.089
114 H -4.3102 0.4024 -10.2933  C53 1.091
115 H -1.0272 -1.3618 -5.5791  C54 1.092
116 H 4.7079 0.9078 -0.5247  C71 1.096
117 H 0.7787 -1.0980 -7.0362  C83 1.097
118 H 0.1849 -0.0176 3.1385  C56 1.088
119 H -0.2167 3.2847 0.6558  C70 1.091
120 H -0.5242 -2.6149 4.4254  C59 1.102
121 H 1.1901 -1.1363 0.5156  C60 1.097
122 H -2.8063 5.0478 1.0052  C72 1.092
123 H -3.8046 3.6825 1.1611  C72 1.092
124 H 1.9198 0.4533 3.5131  C56 1.095
125 H -3.4337 -1.0056 0.0397  C88 1.088
126 H -0.8170 -7.5758 -1.3276  C48 1.099
127 H -1.4179 6.7268 1.2733  C62 1.090
128 H -1.1437 -0.4907 -11.7304  C80 1.095
129 H 0.1119 -1.8100 9.1634  C73 1.093
130 H 0.6446 -8.0640 -2.1624  C48 1.083
131 H 0.8293 -6.5475 2.0464  C69 1.093
132 H -1.6415 10.2392 3.8795  C42 1.093
133 H -5.7695 5.3043 5.9514  C82 1.090
134 H 3.6226 -3.8443 -3.8012  C64 1.091
135 H -0.3187 1.3060 4.8041  C85 1.090
136 H 0.9856 9.8197 5.7802  C78 1.091
137 H -1.1198 0.1122 5.7427  C85 1.097
138 H 8.8568 -2.6921 -1.3071  C44 1.092
139 H -7.5605 5.1102 5.6872  C82 1.093
140 H 3.7457 0.4713 -1.9198  C71 1.089
141 H 1.5555 -1.2438 3.2712  C56 1.092
142 H 3.7086 8.1272 2.6509  C84 1.090
143 H -5.3223 3.1857 -2.1467  C86 1.091
144 H -2.5032 3.3019 4.0589  C45 1.089
145 H -0.9040 -7.2996 -2.9794  C48 1.098
146 H 0.7007 -4.8080 -5.7163  C68 1.091
147 H 8.2848 -1.2244 1.7727  C93 1.088
148 H 1.8293 -1.5320 -3.1236  C79 1.093
149 H 5.4445 0.9469 -2.0178  C71 1.098
150 H -3.7441 7.3745 1.9300  C52 1.098
151 H -4.3927 -3.0901 2.5243  C49 1.092
152 H -4.6741 1.3482 -4.3854  C89 1.091
153 H 2.8456 -3.9848 6.1617  C47 1.089
154 H 0.3874 -1.1618 -11.5564  C80 1.093
155 H 2.5629 -1.2439 -0.5014  C60 1.094
156 H -1.0633 -3.2834 6.0116  C59 1.085
157 H -6.8425 6.6401 5.7242  C82 1.098
158 H -1.2702 -5.6865 1.5387  C46 1.087
159 H 3.8032 -6.9681 -0.8930  C55 1.086
160 H 3.8901 -1.6147 -2.8364  C77 1.087
161 H -8.3416 6.0193 3.7255  C61 1.086
162 H -3.2355 3.5515 5.7079  C45 1.094
163 H -1.9749 -3.6108 1.4707  C75 1.094
164 H -1.4133 -5.3745 -1.0400  C92 1.093
165 H 2.1505 9.0959 2.5679  C84 1.087
166 H -1.1593 -0.9587 1.5664  C74 1.093
167 H 1.1977 -2.6990 -1.9054  C79 1.090
168 H 4.8605 -0.6406 2.7863  C51 1.091
169 H -2.0902 0.6004 1.3220  C74 1.096
170 H 1.9614 0.8194 7.6911  C90 1.100
171 H -3.0840 -4.2585 0.3789  C75 1.092
172 H -2.3769 -1.9732 -1.0770  C88 1.095
173 H 0.0685 -5.7681 -4.4703  C68 1.091
174 H -1.2423 -4.7221 -2.6075  C92 1.098
175 H 7.1165 -0.5377 2.9691  C93 1.092
176 H 1.4537 -5.0787 6.1392  C47 1.093
177 H 6.2545 -4.4072 0.7249  C50 1.094
178 H 1.8268 10.0771 4.1821  C78 1.090
179 H 2.3856 7.5881 1.7299  C84 1.098
180 H 0.4617 11.0076 4.4672  C78 1.090
181 H -3.1979 -0.4769 -1.6360  C88 1.092
182 H -4.2141 7.0748 4.2667  C63 1.088
183 H -2.2793 -0.4650 -6.4270  C54 1.088
184 H 4.5287 -1.9816 1.8409  C51 1.103
185 H 4.9529 -3.6311 -0.3285  C50 1.087
186 H 0.3599 7.0584 1.0506  C62 1.091
187 H 3.2049 -0.2732 8.0564  C90 1.088
188 H -2.9296 -6.4743 1.5843  C46 1.090
189 H -5.4680 7.2559 2.5045  C52 1.092
190 H 2.9299 -3.2950 0.8441  C91 1.087
191 H -3.6681 1.7380 -3.0713  C89 1.089
192 H 3.4547 -8.6264 -1.5243  C55 1.090
193 H 4.6400 -7.6352 -2.3476  C55 1.092
194 H 4.2994 -0.4558 1.0345  C51 1.089
195 H -1.6627 -3.6679 -9.2063  C95 1.091
196 H -1.4980 2.2283 0.1462  C70 1.096
197 H 3.3274 -7.1231 -4.6597  C87 1.099
198 H -4.3108 4.7770 -0.0857  C72 1.088
199 H -3.1394 6.5862 5.6949  C63 1.091
200 H 0.6233 -4.2341 2.5167  C57 1.092
201 H 8.5685 -4.3763 -0.7682  C44 1.087
202 H -1.0994 3.5157 -0.8602  C70 1.099
203 H 1.7259 -7.5157 -4.5499  C87 1.092
204 H -4.8321 -4.6417 2.2473  C49 1.096
205 H 0.8809 -2.0909 -8.4237  C83 1.089
206 H 1.8859 2.9640 -1.2629  C81 1.088
207 H -1.5254 9.3162 5.4754  C42 1.091
208 H -2.5973 -3.4001 -10.6676  C95 1.094
209 H 4.8230 -2.8868 -2.1890  C77 1.091
210 H 0.6057 3.1907 -2.6136  C81 1.093
211 H -0.4084 0.5380 1.1908  C74 1.092
212 H -4.7835 0.4899 -8.6026  C53 1.092
213 H -2.4099 -2.2333 -6.0822  C54 1.093
214 H 5.6776 -1.7398 -3.2099  C77 1.090
215 H -4.8487 -1.6167 -8.1111  C43 1.090
216 H 1.8033 -0.0694 9.2358  C90 1.088
217 H -5.1500 7.3390 0.8696  C52 1.099
218 H 2.9836 -8.7350 -4.0443  C87 1.085
219 H -0.6940 8.1562 1.8645  C62 1.094
220 H 0.2183 0.9634 6.4980  C85 1.089
221 H -0.0454 -3.9657 -4.3378  C68 1.091
222 H -2.0718 8.6453 3.8529  C42 1.091
223 H 1.2325 -6.2889 0.4307  C69 1.090
224 H 0.4203 -2.8354 -6.8152  C83 1.087
225 H -3.3112 1.2953 -9.0645  C53 1.088
226 H -0.3203 -4.1737 4.5644  C59 1.093
227 H -0.8916 -3.9928 -10.7155  C95 1.092
228 H 1.9638 0.3758 -0.0519  C60 1.086
229 H 2.1067 -4.5736 4.6280  C47 1.096
230 H 7.0910 -2.2863 2.6880  C93 1.096
231 H -0.8882 -2.1319 -12.4113  C80 1.086
232 H -7.8754 4.5044 2.9675  C61 1.095
233 H 2.6137 5.8590 5.1948  C94 1.089
234 H -0.6646 -1.9877 7.5628  C73 1.085
235 H -2.5396 3.3624 -4.3659  C76 1.094
236 H -2.6198 6.7671 4.0438  C63 1.099
237 H 3.2861 -4.8380 -5.3066  C64 1.092
238 H -0.0013 4.6628 4.0759  C66 1.087
239 H 2.5233 -3.2403 -5.0511  C64 1.091

Löwdin population analysis, charges in e, atoms 1 to 4: atom 1 (P): 0.5388, atom 2 (P): 0.5360, atom 3 (P): 0.6130, atom 4 (P): 0.5653